Molecular formula: C34H26N4P2Pd
Method: DFT, ωB97M-V/def2-TZVPD

Atoms and positions in Å:
Pd (0.370, -0.367, 0.266)
C (0.075, 0.671, -2.773)
P (-0.007, 1.413, -1.119)
C (1.021, 2.885, -1.003)
C (2.373, 2.705, -0.714)
C (3.208, 3.804, -0.597)
C (2.691, 5.082, -0.752)
C (1.347, 5.266, -1.039)
C (0.508, 4.171, -1.167)
C (-1.719, 1.914, -0.833)
C (-2.008, 2.578, 0.363)
C (-3.314, 2.912, 0.678)
C (-4.343, 2.574, -0.193)
C (-4.063, 1.899, -1.370)
C (-2.753, 1.565, -1.694)
C (-0.430, -0.721, -2.590)
C (-1.045, -1.615, -3.434)
C (-1.285, -2.793, -2.683)
C (-0.814, -2.562, -1.408)
C (-0.779, -3.427, -0.193)
P (-0.087, -2.442, 1.189)
C (0.738, -3.609, 2.288)
C (-0.002, -4.395, 3.171)
C (0.641, -5.334, 3.962)
C (2.018, -5.490, 3.875)
C (2.757, -4.708, 2.999)
C (2.119, -3.766, 2.206)
C (-1.519, -1.753, 2.076)
C (-2.652, -1.350, 1.364)
C (-3.596, -0.530, 1.959)
C (-3.422, -0.104, 3.269)
C (-2.306, -0.509, 3.988)
C (-1.356, -1.329, 3.394)
N (-0.291, -1.302, -1.352)
H (1.123, 0.696, -3.086)
H (-0.499, 1.262, -3.489)
H (2.757, 1.704, -0.552)
H (4.254, 3.666, -0.357)
H (3.332, 5.944, -0.627)
H (0.948, 6.266, -1.139)
H (-0.546, 4.308, -1.374)
H (-1.214, 2.839, 1.054)
H (-3.523, 3.427, 1.607)
H (-5.366, 2.833, 0.051)
H (-4.865, 1.625, -2.044)
H (-2.552, 1.011, -2.602)
H (-1.282, -1.451, -4.474)
H (-1.747, -3.703, -3.033)
H (-0.134, -4.298, -0.338)
H (-1.763, -3.798, 0.103)
H (-1.075, -4.263, 3.241)
H (0.070, -5.945, 4.649)
H (2.517, -6.221, 4.497)
H (3.831, -4.828, 2.940)
H (2.690, -3.144, 1.528)
H (-2.765, -1.626, 0.321)
H (-4.456, -0.200, 1.389)
H (-4.144, 0.561, 3.725)
H (-2.159, -0.156, 5.000)
H (-0.469, -1.610, 3.949)
N (0.959, 0.754, 1.861)
C (0.735, 1.729, 2.453)
C (0.449, 2.877, 3.160)
C (1.101, 4.089, 2.805)
N (1.641, 5.061, 2.499)
C (-0.557, 2.826, 4.161)
N (-1.389, 2.746, 4.956)

Values from the calculation:
- Calculated total energy: -63698.458 eV
- Relative energy (zero: lowest compared OMol25 entry of this formula, charge and spin): 1.8 kcal per mole
- Orbital gap: 7.65 eV
- M: 658.978 g/mol

Here is what Löwdin gives for the atomic charges, in e:
1. Pd 0.63
2. C -0.25
3. P 0.99
4. C -0.36
5. C -0.11
6. C -0.07
7. C -0.08
8. C -0.07
9. C -0.08
10. C -0.34
11. C -0.09
12. C -0.07
13. C -0.08
14. C -0.07
15. C -0.07
16. C -0.41
17. C -0.06
18. C -0.06
19. C -0.40
20. C -0.25
21. P 0.99
22. C -0.37
23. C -0.09
24. C -0.07
25. C -0.08
26. C -0.08
27. C -0.09
28. C -0.38
29. C -0.10
30. C -0.08
31. C -0.07
32. C -0.08
33. C -0.11
34. N -0.13
35. H 0.10
36. H 0.10
37. H 0.10
38. H 0.11
39. H 0.11
40. H 0.11
41. H 0.11
42. H 0.09
43. H 0.11
44. H 0.11
45. H 0.11
46. H 0.10
47. H 0.10
48. H 0.10
49. H 0.10
50. H 0.10
51. H 0.11
52. H 0.11
53. H 0.11
54. H 0.11
55. H 0.10
56. H 0.10
57. H 0.10
58. H 0.11
59. H 0.10
60. H 0.11
61. N 0.03
62. C -0.20
63. C -0.28
64. C -0.23
65. N 0.15
66. C -0.24
67. N 0.13

Molecular formula: CH3NOS2
Method: DFT, ωB97M-V/def2-TZVPD

Atoms and positions in Å:
N (1.004, -0.229, 0.484)
S (0.040, -0.955, -0.603)
S (-2.227, -1.071, 0.361)
C (-2.683, 0.496, -0.299)
O (-3.629, 1.145, 0.024)
H (1.644, -0.789, 1.027)
H (1.265, 0.733, 0.335)
H (-1.963, 0.793, -1.075)

Values from the calculation:
- Calculated total energy: -26292.625 eV
- Relative energy (zero: lowest compared OMol25 entry of this formula, charge and spin): 7.9 kcal per mole
- SMILES string: NSSC=O
- Orbital gap: 8.92 eV
- M: 109.175 g/mol

Here is what Löwdin gives for the atomic charges, in e:
1. N -0.44
2. S 0.57
3. S 0.58
4. C -0.79
5. O -0.03
6. H 0.04
7. H 0.04
8. H 0.03

Molecular formula: C28H30Cl2N2O2S
Method: DFT, ωB97M-V/def2-TZVPD

Atoms and positions in Å:
C (-7.128, -2.292, -1.164)
C (-7.164, -2.199, -2.713)
C (-5.891, -1.440, -3.136)
N (-5.011, -1.386, -1.943)
C (-3.743, -0.738, -1.915)
C (-3.600, 0.636, -2.179)
C (-2.364, 1.220, -2.133)
C (-1.194, 0.462, -1.872)
C (0.071, 1.099, -1.911)
C (1.360, 0.512, -1.957)
C (1.596, -0.843, -2.292)
C (2.864, -1.355, -2.306)
C (3.975, -0.556, -1.989)
N (5.292, -1.109, -1.952)
C (5.826, -1.774, -0.728)
C (6.809, -2.873, -1.173)
C (6.877, -2.816, -2.718)
C (5.957, -1.665, -3.163)
C (3.759, 0.809, -1.729)
C (2.495, 1.328, -1.735)
C (-1.368, -0.899, -1.528)
C (-2.606, -1.474, -1.545)
C (-5.814, -1.627, -0.716)
H (-7.998, -1.801, -0.709)
H (-7.168, -3.337, -0.830)
H (-7.186, -3.200, -3.162)
H (-8.069, -1.693, -3.071)
H (-5.357, -1.943, -3.952)
H (-6.105, -0.418, -3.462)
H (-4.480, 1.226, -2.374)
H (-2.264, 2.281, -2.282)
H (0.049, 2.177, -1.915)
H (0.783, -1.464, -2.620)
H (3.035, -2.380, -2.580)
H (6.307, -1.015, -0.102)
H (4.988, -2.186, -0.155)
H (7.798, -2.721, -0.724)
H (6.487, -3.864, -0.828)
H (7.904, -2.654, -3.067)
H (6.568, -3.770, -3.164)
H (5.194, -1.998, -3.874)
H (6.516, -0.855, -3.644)
H (4.612, 1.443, -1.553)
H (2.343, 2.383, -1.580)
H (-0.531, -1.475, -1.176)
H (-2.734, -2.507, -1.270)
H (-5.985, -0.661, -0.229)
H (-5.238, -2.249, -0.020)
Cl (0.772, 4.412, 9.356)
C (0.327, 3.873, 7.781)
C (-0.171, 2.594, 7.605)
C (-0.528, 2.170, 6.344)
C (-0.389, 3.021, 5.270)
S (-0.878, 2.457, 3.637)
C (0.698, 1.941, 2.976)
Cl (0.842, 1.647, 1.307)
O (-1.718, 1.228, 3.870)
O (-1.302, 3.680, 2.864)
C (0.094, 4.299, 5.441)
C (0.453, 4.730, 6.700)
H (-0.274, 1.948, 8.461)
H (-0.935, 1.185, 6.180)
H (1.545, 1.797, 3.607)
H (0.165, 4.952, 4.586)
H (0.830, 5.726, 6.860)

Values from the calculation:
- Calculated total energy: -72472.032 eV
- Relative energy (zero: lowest compared OMol25 entry of this formula, charge and spin): 81.4 kcal per mole
- Orbital gap: 2.80 eV
- M: 529.533 g/mol

Here is what Löwdin gives for the atomic charges, in e:
1. C -0.16
2. C -0.16
3. C -0.16
4. N -0.12
5. C -0.20
6. C 0.00
7. C 0.00
8. C -0.20
9. C 0.05
10. C -0.23
11. C -0.02
12. C 0.00
13. C -0.20
14. N -0.12
15. C -0.15
16. C -0.16
17. C -0.16
18. C -0.15
19. C 0.01
20. C -0.04
21. C -0.01
22. C 0.01
23. C -0.15
24. H 0.10
25. H 0.10
26. H 0.10
27. H 0.10
28. H 0.11
29. H 0.10
30. H 0.12
31. H 0.12
32. H 0.12
33. H 0.10
34. H 0.12
35. H 0.11
36. H 0.11
37. H 0.10
38. H 0.10
39. H 0.10
40. H 0.10
41. H 0.11
42. H 0.11
43. H 0.12
44. H 0.11
45. H 0.11
46. H 0.12
47. H 0.11
48. H 0.11
49. Cl 0.68
50. C -0.68
51. C -0.10
52. C -0.05
53. C -0.30
54. S 0.68
55. C -0.76
56. Cl 0.59
57. O -0.39
58. O -0.40
59. C -0.05
60. C -0.10
61. H 0.11
62. H 0.11
63. H 0.00
64. H 0.12
65. H 0.10

Molecular formula: CH4N4S
Method: DFT, ωB97M-V/def2-TZVPD

Atoms and positions in Å:
S (-0.556, 1.205, -2.644)
N (-0.066, 0.705, -1.106)
N (0.357, 1.393, -0.128)
N (0.309, 0.690, 1.010)
C (0.060, -0.679, 0.723)
N (-0.428, -0.593, -0.691)
H (1.160, 0.762, 1.520)
H (1.089, -1.324, 0.844)
H (-0.608, -1.272, 1.354)
H (-1.316, -0.889, -0.883)

Values from the calculation:
- Calculated total energy: -17893.526 eV
- Relative energy (zero: lowest compared OMol25 entry of this formula, charge and spin): 63.2 kcal per mole
- SMILES string: [S-][N+]1=NNCN1
- Orbital gap (alpha / beta): 8.23 / 8.23 eV
- M: 104.138 g/mol

Here is what Löwdin gives for the atomic charges, in e:
1. S 0.43
2. N -0.68
3. N 0.03
4. N -0.04
5. C -0.19
6. N 0.01
7. H 0.12
8. H 0.15
9. H 0.10
10. H 0.07

Molecular formula: C5H6N2O
Method: DFT, ωB97M-V/def2-TZVPD

Atoms and positions in Å:
C (-2.515, -0.432, 0.131)
N (-1.393, -1.011, -0.167)
N (-0.106, -0.589, -0.258)
C (1.081, -1.459, -0.070)
C (2.130, -0.422, 0.269)
C (1.620, 0.796, -0.052)
C (0.227, 0.717, -0.162)
O (-0.845, 1.678, -0.027)
H (-3.535, -0.965, 0.552)
H (-2.600, 0.531, -0.113)
H (0.911, -2.463, 0.041)
H (3.134, -0.682, -0.196)
H (2.142, 1.743, 0.022)
H (-0.250, 2.558, 0.029)

Values from the calculation:
- Calculated total energy: -10304.699 eV
- Relative energy (zero: lowest compared OMol25 entry of this formula, charge and spin): 113.1 kcal per mole
- SMILES string: C=Nn1cccc1O
- Orbital gap: 8.46 eV
- M: 110.116 g/mol

Here is what Löwdin gives for the atomic charges, in e:
1. C -0.01
2. N 0.02
3. N -0.10
4. C 0.04
5. C -0.11
6. C -0.12
7. C -0.29
8. O -0.02
9. H 0.13
10. H -0.01
11. H 0.06
12. H 0.11
13. H 0.10
14. H 0.18

Molecular formula: C3H15N2O3
Method: DFT, ωB97M-V/def2-TZVPD

Atoms and positions in Å:
C (-1.170, 0.428, 2.249)
C (-0.578, 0.432, 0.890)
C (-0.941, -0.422, -0.069)
N (-2.044, -1.216, -0.017)
N (0.621, 1.270, 0.698)
H (-1.300, -0.572, 2.642)
H (-2.071, 1.026, 2.442)
H (-0.507, 0.908, 2.989)
H (-0.356, -0.582, -0.970)
H (-2.608, -1.229, 0.816)
H (-1.998, -2.107, -0.496)
H (0.358, 2.245, 0.543)
H (1.189, 0.951, -0.097)
H (1.199, 1.180, 1.532)
H (3.915, 0.508, -0.011)
H (3.826, 0.050, -1.462)
O (3.385, -0.040, -0.608)
H (-1.245, -4.657, -3.372)
H (-2.018, -5.618, -2.519)
O (-1.806, -4.678, -2.577)
H (0.882, 4.570, -0.569)
H (1.966, 3.844, -1.358)
O (1.300, 3.707, -0.675)

Values from the calculation:
- Charge: +1
- Calculated total energy: -12470.772 eV
- Relative energy (zero: lowest compared OMol25 entry of this formula, charge and spin): 24.5 kcal per mole
- Orbital gap: 9.22 eV
- M: 127.164 g/mol

Here is what Löwdin gives for the atomic charges, in e:
1. C -0.05
2. C -0.30
3. C -0.14
4. N 0.11
5. N 0.22
6. H 0.09
7. H 0.10
8. H 0.09
9. H 0.14
10. H 0.10
11. H 0.11
12. H 0.13
13. H 0.13
14. H 0.16
15. H 0.05
16. H 0.05
17. O -0.06
18. H 0.04
19. H 0.04
20. O -0.08
21. H 0.06
22. H 0.06
23. O -0.05

Molecular formula: C4H11N2S
Method: DFT, ωB97M-V/def2-TZVPD

Atoms and positions in Å:
C (-2.258, -1.255, 0.125)
N (-2.440, 0.121, 0.582)
C (1.089, -0.011, 0.336)
C (2.356, -0.322, 0.064)
S (4.417, -2.213, 0.924)
C (0.802, 1.342, -0.211)
N (-0.424, 1.583, -1.052)
H (-1.308, -1.392, -0.383)
H (-3.051, -1.548, -0.552)
H (-2.327, -1.980, 0.942)
H (-1.796, 0.718, 0.038)
H (0.512, -0.498, 1.115)
H (2.961, 0.011, -0.762)
H (2.935, -1.031, 0.757)
H (1.186, 2.107, 0.464)
H (1.099, 1.360, -1.314)
H (-0.397, 2.531, -1.418)
H (-3.357, 0.475, 0.344)

Values from the calculation:
- Charge: -1
- Calculated total energy: -18135.035 eV
- Relative energy (zero: lowest compared OMol25 entry of this formula, charge and spin): 185.9 kcal per mole
- Orbital gap: 3.31 eV
- M: 119.213 g/mol

Here is what Löwdin gives for the atomic charges, in e:
1. C -0.23
2. N -0.09
3. C -0.18
4. C -0.10
5. S -0.17
6. C -0.37
7. N -0.14
8. H 0.05
9. H 0.05
10. H 0.05
11. H -0.02
12. H 0.09
13. H 0.06
14. H -0.19
15. H 0.09
16. H 0.11
17. H -0.04
18. H 0.03